# CH3OP

One molecule with the formula CH3OP (the ωB97M-V functional and the def2-TZVPD basis, OMol25).

Computed properties:
- LUMO level: 0.18 eV

Geometry (Å):
C (0.273, 0.562, -0.070)
O (-2.192, 0.501, 0.000)
P (-1.060, -0.404, 0.024)
H (-0.039, 1.496, 0.172)
H (1.211, 0.149, 0.091)
H (-1.431, -1.860, 0.063)

What are the natural (NBO) partial charges on each atom? They are as follows, in elementary charge units: -0.96 -1.05 1.54 0.25 0.22 0.00

***

# CH3OS

A 2-piece molecular cluster, CH3OS overall (the ωB97M-V functional and the def2-TZVPD basis, OMol25).

Computed properties:
- Charge: -1
- LUMO level: 4.40 eV

Geometry (Å):
S (0.507, 0.860, 1.387)
H (0.336, 1.091, 2.698)
O (-1.315, -0.686, -1.442)
C (-0.209, -0.473, -1.006)
H (0.297, -1.206, -0.368)
H (0.385, 0.414, -1.269)

What are the natural (NBO) partial charges on each atom? They are as follows, in elementary charge units: -1.03 0.10 -0.59 0.29 0.12 0.11

***

# CH3OS2

A 2-piece molecular cluster, CH3OS2 overall (the ωB97M-V functional and the def2-TZVPD basis, OMol25).

Computed properties:
- Charge: -1
- LUMO level (spin up / spin down): 3.74 / 3.87 eV

Geometry (Å):
C (0.038, 0.156, -0.003)
O (1.176, 0.614, 3.291)
S (2.609, -1.615, 2.489)
S (2.013, 0.176, 2.143)
H (-0.211, 0.732, 0.973)
H (-0.085, -0.918, -0.039)
H (0.932, 0.444, -0.694)

natural (NBO) atomic charge list, values in e, 6 entries: -0.68 -0.99 -0.63 0.76 0.20 0.16

***

# CH3OS2

A 2-piece molecular cluster, CH3OS2 overall (the ωB97M-V functional and the def2-TZVPD basis, OMol25).

Computed properties:
- Charge: -1
- LUMO level (spin up / spin down): 3.87 / 3.86 eV

Geometry (Å):
C (1.399, -0.093, 0.121)
O (-1.679, 0.839, -1.209)
S (-2.368, -1.179, 0.608)
S (-1.306, 0.414, 0.189)
H (1.237, 0.407, -0.855)
H (1.448, -1.156, 0.319)
H (1.269, 0.768, 0.827)

natural (NBO) atomic charge list, values in e, 6 entries: -0.73 -0.98 -0.64 0.78 0.19 0.19

***

# CH3PS

One molecule with the formula CH3PS (the ωB97M-V functional and the def2-TZVPD basis, OMol25).

Computed properties:
- LUMO level: -0.23 eV

Geometry (Å):
C (-0.769, -0.381, 0.415)
P (0.528, 0.337, -0.330)
S (2.354, 0.346, 0.424)
H (-0.386, -1.024, 1.251)
H (-1.685, -0.346, -0.258)
H (-0.043, 1.068, -1.502)

What are the natural (NBO) partial charges on each atom? They are as follows, in elementary charge units: -0.94 0.87 -0.47 0.27 0.26 0.01

***

# CH3PS4

One molecule with the formula CH3PS4 (the ωB97M-V functional and the def2-TZVPD basis, OMol25).

Computed properties:
- LUMO level: -0.39 eV

Geometry (Å):
C (-0.618, -1.425, -0.254)
P (-0.218, 0.388, 0.726)
S (-2.459, -1.300, -0.046)
S (-2.251, 0.785, 0.005)
S (2.173, 2.525, 0.189)
S (1.116, 1.042, -0.786)
H (-0.157, -1.252, -1.194)
H (-0.193, -2.336, 0.192)
H (2.607, 1.573, 1.168)

natural (NBO) atomic charge list, values in e, 6 entries: -0.72 0.55 0.10 -0.21 -0.11 -0.19

***

The evaluated E for the records listed, in turn: -12419.4331; -13968.5756; -24802.3651; -24802.4936; -21207.9947; -53714.9295 eV.
The evaluated largest force on an atom for the records listed, in turn: 4.79; 0.47; 2.47; 2.90; 2.00; 2.97 eV Å⁻¹.
The evaluated energy relative to the best compared isomer or geometry (same formula, charge and spin) for the records listed, in turn: 185.53; 5.83; 161.02; 148.61; 91.53; 94.57 kJ/mol.